# 1
# C5H11O2

2 unconnected molecules or ions with the total composition C5H11O2 (ωB97M-V/def2-TZVPD, OMol25).

Results
Relative energy (zero: lowest compared OMol25 entry of this formula, charge and spin), kcal per mole: 8.3
Net charge: -1
E_LUMO, Ha: 0.1261

XYZ file:
```
18
C5H11O2 ωB97M-V/def2-TZVPD
C 1.210 -0.177 0.636
C 1.780 -1.320 -0.221
C 1.586 -0.370 2.104
H 1.695 0.721 0.261
H 0.150 -0.080 0.448
H 1.601 -1.160 -1.275
H 1.333 -2.276 0.054
H 2.091 -1.321 2.291
H 2.260 0.420 2.445
H 2.859 -1.415 -0.075
H 0.744 -0.290 2.788
C -2.758 0.926 -0.779
C -2.093 1.150 -2.157
O -2.295 0.276 -3.036
O -1.449 2.220 -2.257
H -3.241 -0.039 -0.583
H -3.476 1.733 -0.645
H -1.997 1.003 0.002
```

Need the Mulliken charges? In units of e they are: atom 1 (C): 0.288, atom 2 (C): -1.390, atom 3 (C): -1.058, atom 4 (H): 0.286, atom 5 (H): -0.072, atom 6 (H): 0.377, atom 7 (H): 0.337, atom 8 (H): 0.305, atom 9 (H): 0.254, atom 10 (H): 0.350, atom 11 (H): 0.328, atom 12 (C): -0.755, atom 13 (C): 0.553, atom 14 (O): -0.732, atom 15 (O): -0.728, atom 16 (H): 0.232, atom 17 (H): 0.279, atom 18 (H): 0.144

=====

# 2
# C4H9NO2

C4H9NO2 in the gas phase (ωB97M-V/def2-TZVPD, OMol25).

Results
Relative energy (zero: lowest compared OMol25 entry of this formula, charge and spin), kcal per mole: 29.3
Net charge: 0
SMILES: CC[C@H](N)C(=O)O
E_LUMO, Ha: 0.0236

XYZ file:
```
16
C4H9NO2 ωB97M-V/def2-TZVPD
O -1.926 1.846 -0.129
C -1.166 1.266 -0.832
O -1.226 1.468 -2.220
C -0.344 0.081 -0.474
C -0.256 -0.159 1.022
C 0.621 -1.289 1.564
N 0.994 0.301 -1.087
H -0.319 1.224 -2.472
H -0.797 -0.773 -0.998
H -1.295 -0.351 1.282
H 0.089 0.790 1.451
H 0.467 -2.155 0.910
H 1.663 -0.989 1.631
H 0.302 -1.669 2.538
H 1.662 0.567 -0.384
H 1.530 -0.158 -1.803
```

Need the Mulliken charges? In units of e they are: atom 1 (O): -0.511, atom 2 (C): 0.293, atom 3 (O): -0.504, atom 4 (C): 0.508, atom 5 (C): -0.576, atom 6 (C): -1.151, atom 7 (N): -0.649, atom 8 (H): 0.358, atom 9 (H): 0.232, atom 10 (H): 0.331, atom 11 (H): 0.376, atom 12 (H): 0.309, atom 13 (H): 0.292, atom 14 (H): 0.357, atom 15 (H): 0.166, atom 16 (H): 0.170